ORCA calculation (ωB97M-V/def2-TZVPD) on a molecular structure, C17H31N3P2Re.

Output
Spin multiplicity   4
Expectation value of S²   4.02
Energy relative to the best compared isomer or geometry (same formula, charge and spin)   67.5 kcal per mole
Gap between HOMO and LUMO (alpha / beta)   4.75 / 5.17 eV
Net charge   +2
HOMO (alpha / beta)   -14.0 / -14.4 eV

Positions of all 54 atoms, in Å:
P 0.410 2.266 0.131
P 1.741 -0.578 -2.003
C 1.842 2.049 -1.001
C 1.686 1.194 -2.280
H 2.696 1.706 -0.386
H 2.102 3.076 -1.318
H 0.788 1.451 -2.860
H 2.561 1.375 -2.918
C 3.433 -1.191 -2.173
H 3.494 -2.244 -1.843
H 4.120 -0.571 -1.574
H 3.698 -1.132 -3.235
C 0.875 -1.301 -3.425
H 1.647 -1.499 -4.182
H 0.147 -0.571 -3.804
H 0.366 -2.233 -3.129
C 1.178 3.344 1.403
H 0.518 3.466 2.263
H 1.419 4.330 0.998
H 2.107 2.888 1.758
C -0.567 3.616 -0.681
H -0.820 3.363 -1.717
H 0.010 4.552 -0.714
H -1.500 3.818 -0.140
Re -1.318 -0.302 1.654
C -1.611 -1.895 0.194
C -0.399 -2.244 0.862
C 0.975 -1.780 0.614
C 1.430 -0.368 1.077
C 0.422 0.765 1.237
C -1.022 0.948 -0.015
C -0.902 0.022 -1.167
C -1.754 -1.223 -1.157
C -2.979 0.725 2.155
H -2.489 -2.549 0.426
H -0.449 -3.156 1.482
H 1.279 -1.935 -0.442
H 1.609 -2.463 1.194
H 1.909 -0.445 2.063
H 2.249 -0.010 0.411
H 0.336 1.142 2.298
H -1.940 1.571 0.029
H 0.159 -0.373 -1.185
H -1.062 0.572 -2.091
H -2.804 -0.953 -1.328
H -1.473 -1.874 -1.996
H -3.879 0.169 1.868
H -3.041 1.738 1.752
H -2.953 0.776 3.255
N -1.897 -1.662 3.091
C -2.313 -2.634 3.635
N -2.449 -3.668 4.361
C -3.402 -4.591 4.278
N -4.182 -5.480 4.277

***

ORCA calculation (ωB97M-V/def2-TZVPD) on 2 unconnected molecules or ions with the total composition C2H8N.

Output
Spin multiplicity   1
Energy relative to the best compared isomer or geometry (same formula, charge and spin)   136.8 kcal per mole
Gap between HOMO and LUMO   7.50 eV
Net charge   +1
HOMO   -16.7 eV

Positions of all 11 atoms, in Å:
C -1.999 -0.022 -0.132
N 0.552 0.017 0.601
C 1.596 -0.083 -0.355
H -0.854 0.333 -0.138
H -2.353 0.665 -0.934
H -2.507 0.236 0.858
H 0.809 0.656 1.315
H -2.148 -1.086 -0.460
H 2.442 0.540 -0.134
H 1.230 0.265 -1.314
H 1.936 -1.101 -0.475

***

Sequential DFT total energy output: -43283.993; -3681.234 eV